91
Properties=species:S:1:pos:R:3:forces:R:3 method="wB97M-V/def2-TZVPD" s_squared=0.77 largest_force_ev_per_a=4.33 charge=+2 multiplicity=2 homo_ev="-12.707 / -12.705" relative_energy_kj_mol=613.2
Ir 0.82404 -0.87248 1.56403 0.158 0.157 -0.693
O 1.93039 -1.59093 2.93181 -0.311 -0.524 -0.154
C 3.25542 -1.54366 3.03786 0.279 0.004 -0.034
C 3.75476 -1.91392 4.29729 -0.070 0.034 -0.077
C 5.10720 -1.91381 4.53863 0.044 0.003 -0.022
C 5.99381 -1.53990 3.52814 0.008 0.007 -0.008
C 5.51386 -1.17261 2.28648 0.041 -0.015 0.047
C 4.14658 -1.16466 2.00851 -0.143 -0.008 0.082
C 3.66338 -0.77138 0.69690 0.126 -0.200 0.117
N 2.39384 -0.70119 0.30475 0.373 0.297 0.212
C 2.36871 -0.25628 -1.00082 -0.021 -1.956 2.348
C 3.64743 -0.09160 -1.41758 1.462 -0.614 1.220
N 4.43997 -0.42526 -0.34783 -0.054 -0.127 0.349
H 3.03873 -2.18904 5.05947 0.008 -0.004 0.005
H 5.48335 -2.19808 5.51151 -0.005 0.001 0.003
H 7.05826 -1.53022 3.71538 0.000 -0.007 -0.004
H 6.22964 -0.88479 1.52762 0.000 0.010 0.001
H 1.45355 -0.03178 -1.52111 0.396 -1.854 1.822
H 4.05264 0.23025 -2.36001 1.230 -0.745 1.657
H 5.44637 -0.39725 -0.34049 -0.009 -0.009 -0.011
C -1.57813 -4.90638 4.25185 0.004 -0.004 -0.007
C -1.53368 -3.40774 4.15837 -0.010 -0.013 -0.028
C -2.22184 -2.58194 5.03743 -0.008 -0.004 0.013
C -2.13672 -1.21072 4.89949 -0.008 -0.010 -0.021
C -1.36366 -0.68756 3.87935 -0.060 -0.053 -0.097
Br -1.29346 1.17698 3.72849 0.035 -0.008 0.179
N -0.69320 -1.45742 3.01255 0.160 0.613 -0.018
C -0.78446 -2.79101 3.17372 0.055 -0.010 0.003
H -2.18997 -5.22623 5.09222 0.002 0.002 0.004
H -0.57863 -5.32102 4.38553 0.000 0.004 -0.001
H -2.00134 -5.34117 3.34570 -0.001 0.001 0.001
H -2.82064 -3.00779 5.83274 0.000 0.002 -0.001
H -2.65659 -0.54334 5.57017 0.001 0.011 -0.010
H -0.22034 -3.38339 2.47044 0.015 -0.015 -0.009
O 1.40402 1.00078 2.05595 -0.447 0.416 0.330
C 0.61878 1.60032 1.23090 0.507 -0.068 0.242
O -0.05148 0.84660 0.46749 -0.009 -1.141 0.584
C 0.48092 3.07676 1.21050 -0.002 -0.058 -0.019
C -0.06810 3.63284 -0.10120 0.036 -0.335 0.015
Ge -1.13503 2.49490 -1.31529 -0.598 1.104 -0.849
C -1.66079 3.83529 -2.67763 0.117 -0.171 0.138
C -2.96088 4.31563 -2.81457 -0.108 -0.038 0.116
C -3.26467 5.31499 -3.73173 0.011 -0.002 0.001
C -2.26621 5.85820 -4.52500 0.028 -0.033 0.022
C -0.96309 5.39347 -4.40168 -0.024 0.012 -0.027
C -0.67011 4.39106 -3.48988 0.070 -0.086 -0.041
C -0.03090 1.27091 -2.38199 0.043 0.744 -0.625
C -0.61419 0.42458 -3.32690 0.444 3.621 -2.341
C 0.16669 -0.34965 -4.17224 0.742 2.199 -2.601
C 1.55380 -0.28476 -4.09853 0.066 0.483 -0.058
C 2.14950 0.55687 -3.17128 -0.687 1.527 -3.502
C 1.36016 1.31843 -2.31457 -0.741 2.490 -2.344
C -2.78317 1.79575 -0.56209 0.144 -0.191 0.120
C -3.05530 1.97493 0.79309 -0.016 0.028 -0.045
C -4.26269 1.56858 1.34487 0.034 -0.004 -0.017
C -5.21772 0.96332 0.54114 0.006 -0.007 -0.027
C -4.96190 0.77513 -0.81056 -0.041 -0.051 -0.002
C -3.75599 1.19020 -1.35793 0.019 0.001 0.054
H 1.43417 3.51527 1.51089 -0.018 -0.003 0.014
H -0.21364 3.28006 2.03346 0.048 0.060 0.012
H 0.74591 4.00014 -0.72766 0.000 0.114 0.013
H -0.71656 4.48325 0.10406 0.051 0.065 -0.072
H -3.75953 3.91699 -2.19823 0.021 -0.018 0.011
H -4.28288 5.67083 -3.82165 0.005 -0.003 0.002
H -2.49979 6.63802 -5.23764 -0.002 -0.002 0.003
H -0.17825 5.80869 -5.02078 -0.002 0.000 0.004
H 0.35281 4.02817 -3.43235 0.000 0.009 0.027
H -1.69172 0.38162 -3.42892 0.036 0.043 0.006
H -0.30603 -0.98779 -4.90788 -0.048 -0.031 -0.031
H 2.16217 -0.86381 -4.78098 0.000 -0.021 -0.013
H 3.22958 0.64281 -3.13556 -2.050 0.808 -1.734
H 1.84734 1.97933 -1.60287 -0.132 0.024 -0.117
H -2.32049 2.45118 1.43308 -0.085 0.015 -0.082
H -4.46205 1.73418 2.39634 0.001 0.003 -0.004
H -6.16541 0.65325 0.96134 0.001 0.003 -0.003
H -5.71114 0.31910 -1.44466 -0.011 0.001 0.004
H -3.59672 1.06641 -2.42238 -0.008 0.034 -0.062
C 1.66396 -3.43720 -1.74586 -0.007 -0.035 0.045
As -0.04696 -2.84426 -1.10256 -0.398 0.063 -0.165
C -1.26807 -4.30487 -1.15707 0.089 -0.163 0.145
C -0.75174 -1.37209 -2.10928 -0.624 -3.204 2.772
O 0.02559 -2.41904 0.54445 0.223 -0.029 0.715
H 1.95789 -2.85779 -2.61812 -0.003 0.054 -0.010
H 1.59341 -4.49130 -2.00853 0.007 -0.001 -0.002
H 2.39480 -3.30916 -0.95038 0.017 0.005 0.005
H -1.37405 -4.63863 -2.18901 0.000 -0.002 0.000
H -2.23011 -3.97093 -0.77319 0.018 0.024 -0.010
H -0.88264 -5.11705 -0.54369 -0.034 -0.056 -0.024
H -0.17599 -1.20865 -3.01957 -0.351 -2.210 2.271
H -0.72741 -0.47367 -1.48963 0.028 -0.825 0.203
H -1.78741 -1.59093 -2.36465 -0.060 -0.126 0.082